No. 1
Formula: C16H17N
Source: OMol25
Level of theory: ωB97M-V/def2-TZVPD

Structure (XYZ):
```
34
Properties=species:S:1:pos:R:3
C 2.721 -2.220 -1.286
C 3.154 -0.106 1.820
C 3.503 -0.893 0.744
C 1.821 -0.056 2.298
C 2.489 -1.645 0.105
C 0.965 -1.031 1.889
C 1.304 -1.846 0.803
H 3.879 0.506 2.345
H 4.486 -0.788 0.302
H 1.694 0.635 3.119
H -0.045 -1.031 2.289
H 2.677 -1.328 -1.918
H 1.801 -2.741 -1.546
H 0.715 -2.698 0.496
H 3.602 -2.817 -1.462
C -4.215 0.707 0.729
C -1.073 0.306 -1.178
C -2.047 1.129 -0.588
C -2.867 0.315 0.254
C -2.414 -0.962 0.113
C 0.044 0.832 -1.828
C 0.274 2.184 -1.756
C -0.683 3.028 -1.154
C -1.839 2.537 -0.617
N -1.301 -0.986 -0.722
H 0.705 0.178 -2.384
H 1.155 2.641 -2.180
H -0.588 -1.693 -0.738
H -0.547 4.103 -1.104
H -2.700 -1.812 0.712
H -2.699 3.096 -0.289
H -4.747 1.428 0.099
H -4.398 1.202 1.701
H -4.828 -0.174 0.932
```

Computed properties:
highest occupied orbital energy: -7.77 eV
SMILES string: Cc1c[nH]c2ccccc12.Cc1ccccc1
total charge: 0



No. 2
Formula: C16H17N
Source: OMol25
Level of theory: ωB97M-V/def2-TZVPD

Structure (XYZ):
```
34
Properties=species:S:1:pos:R:3
C 3.553 0.481 1.319
C 0.586 -1.754 0.723
C 1.190 -0.678 1.398
C 2.500 -0.409 0.845
C 2.703 -1.530 0.060
C -0.789 -2.027 0.859
C -1.550 -1.119 1.545
C 0.396 0.012 2.328
C -0.966 -0.242 2.499
N 1.576 -2.326 -0.056
H 1.430 -3.147 -0.607
H -1.229 -2.841 0.299
H 3.538 -1.828 -0.544
H -2.636 -1.244 1.708
H 0.832 0.896 2.812
H 4.474 0.150 1.812
H 3.243 1.256 2.030
H -1.556 0.131 3.316
H 3.991 1.043 0.478
C 0.005 2.278 -0.410
C -2.817 -0.075 -2.611
C -1.533 0.099 -3.081
C -3.181 0.436 -1.324
C -0.523 0.771 -2.364
C -2.177 1.054 -0.620
C -0.897 1.300 -1.125
H -3.485 -0.722 -3.141
H -1.293 -0.383 -4.031
H -4.259 0.535 -1.163
H 0.498 0.875 -2.711
H -2.429 1.500 0.336
H -0.455 3.193 -0.058
H 0.883 2.541 -1.018
H 0.376 1.775 0.496
```

Computed properties:
highest occupied orbital energy: -7.73 eV
SMILES string: Cc1c[nH]c2ccccc12.Cc1ccccc1
total charge: 0



No. 3
Formula: C16H17N
Source: OMol25
Level of theory: ωB97M-V/def2-TZVPD

Structure (XYZ):
```
34
Properties=species:S:1:pos:R:3
C -3.762 0.928 3.753
C -2.252 -1.008 0.914
C -3.104 -0.144 1.567
C -1.493 -1.922 1.654
C -3.190 -0.226 2.984
C -1.671 -2.112 3.015
C -2.507 -1.197 3.684
H -2.199 -1.001 -0.163
H -3.361 0.864 1.216
H -0.731 -2.538 1.160
H -1.251 -2.922 3.602
H -2.974 1.248 4.382
H -4.593 0.631 4.443
H -2.392 -1.214 4.839
H -4.160 1.796 3.208
C 3.992 -0.037 -3.661
C 1.362 0.052 -1.080
C 1.974 0.671 -2.201
C 2.999 -0.241 -2.621
C 3.029 -1.297 -1.773
C 0.350 0.816 -0.413
C 0.039 2.064 -0.804
C 0.650 2.691 -1.940
C 1.544 1.932 -2.642
N 1.985 -1.102 -0.796
H -0.058 0.350 0.500
H -0.798 2.593 -0.294
H 1.640 -1.725 -0.092
H 0.394 3.677 -2.253
H 3.657 -2.148 -1.627
H 2.088 2.336 -3.510
H 5.018 -0.320 -3.393
H 4.012 1.040 -3.962
H 3.831 -0.554 -4.601
```

Computed properties:
highest occupied orbital energy: -8.00 eV
SMILES string: Cc1c[nH]c2ccccc12.Cc1ccccc1
total charge: 0



No. 4
Formula: C16H17N3O2PdS2Te
Source: OMol25
Level of theory: ωB97M-V/def2-TZVPD

Structure (XYZ):
```
42
Properties=species:S:1:pos:R:3
Pd 0.723 1.564 -1.267
C -4.375 -3.573 1.520
C -3.654 -2.280 1.258
C -3.972 -1.125 1.960
C -3.298 0.066 1.721
C -2.296 0.094 0.767
C -1.958 -1.050 0.052
C -2.638 -2.225 0.300
S -1.414 1.591 0.463
O -1.944 2.587 1.344
O -1.486 1.836 -0.987
N 0.141 1.269 0.637
C 0.848 1.460 1.824
C 0.258 1.312 3.085
C 1.045 1.488 4.202
C 2.395 1.786 4.052
C 2.886 1.891 2.767
N 2.139 1.741 1.673
H -5.187 -3.437 2.232
H -3.691 -4.322 1.925
H -4.794 -3.979 0.598
H -4.759 -1.152 2.703
H -3.545 0.970 2.261
H -1.163 -1.013 -0.683
H -2.379 -3.120 -0.253
H -0.791 1.070 3.178
H 0.610 1.386 5.188
H 3.044 1.927 4.904
H 3.934 2.111 2.591
Te 3.087 0.692 -0.980
C 3.164 -0.278 -2.856
C 4.049 -0.086 -3.884
C 3.851 -0.976 -4.978
C 2.812 -1.830 -4.769
S 2.085 -1.560 -3.242
H 4.814 0.677 -3.858
H 4.450 -0.974 -5.877
H 2.435 -2.591 -5.434
N 1.090 1.966 -3.275
H 1.745 1.276 -3.639
H 1.502 2.884 -3.396
H 0.238 1.924 -3.826
```

Computed properties:
highest occupied orbital energy: -7.37 eV
total charge: 0



DFT total energy / eV: -18357.067 -18356.974 -18357.004 -57876.987